Density functional theory data (ωB97M-V with the def2-TZVPD basis set) for a structure of composition C16H16NO5OsS5.

## Properties
Energy above the lowest of the compared OMol25 structures with the same formula, charge and spin ... 0.0 kcal/mol
Highest occupied orbital energy (spin up / spin down) ... -0.0352 / -0.0279 Eh
2S+1 ... 2
F_max ... 2.4 eV/A
E_LUMO (spin up / spin down) ... 4.4315 / 4.4315 eV
Orbital gap (spin up / spin down) ... 0.1980 / 0.1908 Ha
DFT total energy ... -85225.0089 eV
Charge ... -2

The geometry in XYZ format:
```
44
Properties=species:S:1:pos:R:3:lowdin_spin:R:1
Os -0.74269 2.77472 0.71390 -0.006
S 1.21054 3.83835 1.10384 0.004
S 2.12158 3.87955 2.82335 0.005
S -0.55299 2.71945 4.82790 0.526
S -1.59997 2.21814 3.25533 0.455
O -2.47295 1.86855 0.02950 0.002
N -2.54297 1.41659 -1.20153 0.000
C -3.54374 0.55157 -1.46033 -0.001
C -3.71037 -0.02661 -2.68587 0.000
C -2.80100 0.29119 -3.70054 -0.001
C -1.79793 1.18406 -3.42694 0.000
C -1.64434 1.77132 -2.15184 -0.001
S -0.37653 2.86112 -1.81915 0.000
H -4.16783 0.34568 -0.60567 0.000
H -4.50662 -0.74330 -2.83234 0.000
H -2.87879 -0.16373 -4.68051 0.000
H -1.06620 1.45664 -4.17470 0.000
C 4.13175 -4.23879 1.07836 0.000
C 3.06189 -3.18876 0.89177 0.000
C 2.55945 -2.48075 1.97617 0.000
C 1.57053 -1.51020 1.82043 0.000
C 1.04298 -0.74472 3.00907 0.004
C 1.06814 -1.26368 0.53962 0.000
C 1.54884 -1.97284 -0.56239 0.000
C 0.97962 -1.71611 -1.93602 0.000
C 2.54548 -2.92480 -0.37256 0.000
C -0.06159 -0.26856 0.35547 0.000
O -1.13709 -0.69975 -0.06934 0.000
O 0.26740 0.91547 0.68406 0.003
H 4.62521 -4.12407 2.04492 0.000
H 4.88960 -4.16833 0.29452 0.000
H 3.70491 -5.24540 1.03467 0.000
H 2.95435 -2.68608 2.96828 0.000
H 1.38298 -1.18302 3.94967 0.000
H -0.04816 -0.71903 3.00124 0.003
H 1.37188 0.29607 2.96932 0.001
H 0.92845 -0.64339 -2.13945 0.000
H -0.04377 -2.09258 -1.98636 0.000
H 1.57782 -2.20203 -2.71020 0.000
H 2.93066 -3.47607 -1.22760 0.000
O -3.21102 4.48857 -0.92735 0.000
C -2.70837 5.00618 0.06529 0.000
O -1.78607 4.58909 0.86207 0.003
H -3.07307 6.01031 0.37195 0.000
```

***

Density functional theory data (ωB97M-V with the def2-TZVPD basis set) for a structure of composition C16H17AlF4N2OS7.

## Properties
Energy above the lowest of the compared OMol25 structures with the same formula, charge and spin ... 17.6 kcal/mol
Highest occupied orbital energy ... -0.2954 Eh
2S+1 ... 1
F_max ... 2.2 eV/A
E_LUMO ... -0.0829 eV
Orbital gap ... 0.2924 Ha
DFT total energy ... -115211.3150 eV
Charge ... 0

The geometry in XYZ format:
```
48
Properties=species:S:1:pos:R:3:nbo_charge:R:1
Al -0.33842 0.04908 -1.27881 1.533
C -1.75681 2.43308 -2.79557 -0.418
N -1.83497 1.62123 -1.58509 -0.545
C -3.18126 0.91229 -1.45538 -0.425
C -1.72263 2.50639 -0.37019 -0.227
C -0.34919 2.29551 0.26755 -0.217
N -0.22771 0.83162 0.39491 -0.966
C -0.24110 0.29376 1.66715 0.090
C -1.11872 -0.62389 2.17239 0.301
F -2.05636 -1.12101 1.33713 -0.307
C -1.07004 -1.06387 3.50158 0.349
F -1.99363 -1.94613 3.87609 -0.299
C -0.12097 -0.62832 4.39745 -0.354
C 0.74214 0.35219 3.87565 0.344
F 1.75071 0.71589 4.67548 -0.307
C 0.70344 0.80387 2.59318 0.270
F 1.52608 1.79373 2.17275 -0.312
H -2.53318 3.18469 -2.92309 0.198
H -1.70274 1.77600 -3.66443 0.223
H -0.77827 2.95724 -2.71529 0.221
H -3.95854 1.67332 -1.48528 0.199
H -3.23142 0.33433 -0.52331 0.237
H -3.33984 0.25736 -2.33081 0.222
H -2.44620 2.12708 0.33412 0.207
H -1.88869 3.57292 -0.56434 0.209
H -0.33986 2.78061 1.23612 0.221
H 0.44284 2.69807 -0.41592 0.206
H 0.07196 -1.09130 5.33931 0.256
C 1.93255 -2.22699 1.09685 -0.730
S 1.53937 -1.87138 -0.68033 0.349
C 0.50057 -3.25907 -0.97778 -0.456
C -0.74046 -3.13570 -1.45396 -0.326
S -1.65480 -1.72309 -1.87934 -0.281
S -1.48147 -4.69713 -1.88953 0.473
C -0.15924 -5.73473 -1.53141 -0.579
S -0.18416 -7.31255 -1.80643 0.014
S 1.20268 -4.85255 -0.85895 0.440
H 2.58025 -1.41999 1.43381 0.232
H 2.48261 -3.21263 1.13578 0.239
H 1.01740 -2.22751 1.74065 0.233
C 3.46776 1.70363 -0.25559 -0.265
O 2.34992 1.29239 -1.04426 -0.527
C 2.39290 1.27950 -2.36130 0.063
S 3.62933 1.94009 -3.23365 -0.119
S 0.97386 0.50775 -3.09461 -0.284
H 3.29476 1.22844 0.69820 0.198
H 3.40064 2.79422 -0.10864 0.199
H 4.44887 1.43157 -0.66287 0.217
```

***

Density functional theory data (ωB97M-V with the def2-TZVPD basis set) for a structure of composition C16H17BrF3GaO6P.

## Properties
Highest occupied orbital energy ... -0.1370 Eh
2S+1 ... 1
F_max ... 2.8 eV/A
E_LUMO ... 0.1722 eV
Orbital gap ... 0.1433 Ha
DFT total energy ... -169011.4021 eV
Charge ... -1

The geometry in XYZ format:
```
45
Properties=species:S:1:pos:R:3:nbo_charge:R:1
O 0.98861 4.16874 -0.71008 -0.995
P 1.40641 3.33918 0.69138 0.450
Br 2.51168 1.41461 0.07067 -0.377
Ga -0.61212 2.71388 1.82335 0.592
C -1.94205 1.74437 0.56219 -0.886
C -1.33832 0.38710 0.20680 -0.077
O -1.56255 0.03152 -1.16975 -0.543
C -0.47599 -0.50990 -1.84594 -0.138
C -0.05709 0.46711 -2.99907 0.950
F 1.25103 0.59834 -3.14112 -0.322
F -0.60741 0.01940 -4.12725 -0.350
F -0.51266 1.66395 -2.78146 -0.316
H 0.43122 3.61949 -1.28447 0.479
H -1.26325 3.97920 2.54697 -0.296
H -0.10398 1.59469 2.83483 -0.292
H -2.16782 2.32972 -0.32849 0.210
H -2.85335 1.62876 1.14980 0.198
H -1.82679 -0.37144 0.82762 0.156
H -0.28735 0.38509 0.49881 0.182
H 0.40151 -0.69471 -1.22547 0.205
H -0.74830 -1.46382 -2.29676 0.183
C -3.01125 -0.98176 6.92336 -0.259
C -2.73350 -0.45604 5.73236 -0.197
C -1.75318 0.65029 5.58689 0.446
O -1.49981 1.13191 4.50679 -0.422
C -1.09418 1.14217 6.82303 -0.209
C -1.37320 0.61465 8.01313 -0.247
C -2.35255 -0.48827 8.15612 0.481
O -2.60612 -0.97108 9.24298 -0.519
H -3.72376 -1.78731 7.04975 0.225
H -3.20317 -0.80315 4.82062 0.232
H -0.38162 1.94743 6.69682 0.238
H -0.90348 0.96099 8.92515 0.224
C 3.45641 -3.07471 -4.94034 -0.210
C 3.99383 -3.15590 -6.15418 -0.245
C 3.41211 -2.42151 -7.30422 0.479
O 3.90283 -2.49881 -8.41258 -0.506
C 2.21053 -1.59276 -7.04796 -0.235
C 1.67046 -1.50967 -5.83413 -0.224
C 2.25158 -2.24478 -4.68262 0.473
O 1.76919 -2.17497 -3.57397 -0.474
H 3.86579 -3.60302 -4.08858 0.230
H 4.87176 -3.75497 -6.36076 0.227
H 1.80229 -1.06404 -7.89989 0.228
H 0.79472 -0.91058 -5.62901 0.252
```

***

Density functional theory data (ωB97M-V with the def2-TZVPD basis set) for a structure of composition C16H17BrN3O2Pd.

## Properties
Energy above the lowest of the compared OMol25 structures with the same formula, charge and spin ... 0.0 kcal/mol
Highest occupied orbital energy ... -0.4055 Eh
2S+1 ... 1
F_max ... 0.7 eV/A
E_LUMO ... -3.8816 eV
Orbital gap ... 0.2629 Ha
DFT total energy ... -98948.2732 eV
Charge ... +1

The geometry in XYZ format:
```
40
Properties=species:S:1:pos:R:3:nbo_charge:R:1
Pd 1.19862 0.02501 1.24066 0.835
O -0.05949 -1.08304 3.95044 -0.722
C -1.30207 -0.50423 3.96863 0.380
C -2.33684 -1.23357 4.54239 -0.279
C -3.60580 -0.69520 4.63188 -0.171
C -3.85452 0.59231 4.16835 -0.233
C -2.82208 1.30982 3.59490 -0.172
C -1.54400 0.77156 3.45919 -0.199
C -0.50103 1.60941 2.73367 0.243
O 0.81433 1.11736 2.81846 -0.752
N -0.90662 1.75636 1.30292 -0.423
N -0.17307 1.12854 0.37608 -0.203
C -0.30995 1.24039 -0.89305 0.001
C 0.46420 0.44305 -1.83616 -0.118
Br 1.72490 -0.80916 -1.05071 0.181
C 0.35793 0.56182 -3.15915 -0.120
C 1.01597 -0.15362 -4.25296 -0.133
C 1.32899 0.58057 -5.40055 -0.123
C 1.96586 -0.02181 -6.47014 -0.204
C 2.26981 -1.37581 -6.42148 -0.176
C 1.92590 -2.12283 -5.30384 -0.200
C 1.30447 -1.51871 -4.22354 -0.192
H 0.54228 -0.32823 3.82010 0.490
H -2.11618 -2.21923 4.93037 0.230
H -4.39951 -1.27374 5.08519 0.225
H -4.83780 1.03124 4.26277 0.225
H -3.00767 2.31907 3.24072 0.203
H -0.50599 2.62743 3.13924 0.193
H -1.43928 2.56692 1.01975 0.394
H -1.04100 1.92488 -1.31361 0.222
H -0.30896 1.36139 -3.47455 0.237
H 1.07937 1.63391 -5.44339 0.211
H 2.21507 0.56100 -7.34630 0.228
H 2.75717 -1.85108 -7.26196 0.230
H 2.13025 -3.18466 -5.27780 0.228
H 0.99964 -2.12886 -3.38433 0.215
N 2.57844 -1.03454 2.38414 -0.996
H 3.46745 -1.23617 1.93863 0.407
H 2.16128 -1.91054 2.69156 0.422
H 2.76991 -0.47697 3.21347 0.417
```